Entry 1:
Here is a molecular structure, C39H43As2ClSi2W from the Open Molecules 2025 dataset. Energies are from ωB97M-V/def2-TZVPD.

Results
Charge: +2
E_LUMO (spin up / spin down) (eV): -6.69 / -6.69
Frontier orbital gap (spin up / spin down) (eV): 5.4 / 6.5
M (g mol⁻¹): 937.1
Relative energy (zero: lowest compared OMol25 entry of this formula, charge and spin) (kJ/mol): 96.0
Spin multiplicity: 3
HOMO (spin up / spin down) (eV): -12.1 / -13.2

Structure (XYZ):
```
88
Properties=species:S:1:pos:R:3:forces:R:3
C -1.403 -1.012 1.065 0.0 -0.1 0.5
C -2.021 -0.341 -0.051 -0.2 -0.1 -0.3
C -1.684 -1.063 -1.248 -0.3 -0.7 0.6
H -2.696 0.511 0.009 0.3 -0.3 0.0
C -0.852 -2.182 -0.864 -0.7 -0.7 0.2
C -0.675 -2.139 0.562 -0.7 -0.4 -0.5
H -0.150 -2.885 1.154 -0.2 0.3 -0.2
H -1.518 -0.749 2.121 0.1 -0.1 -0.6
H -2.026 -0.836 -2.259 0.3 0.0 0.5
H -0.441 -2.934 -1.534 -0.2 0.3 0.4
W 0.201 -0.298 -0.365 1.0 1.1 -2.2
Si -0.551 -0.186 -7.084 0.7 0.7 -2.8
C 0.031 1.457 -8.108 -0.8 -0.5 0.5
C 1.314 1.666 -8.639 0.5 0.2 0.8
H 2.013 0.840 -8.700 0.1 0.0 0.3
C 1.737 2.952 -9.007 -0.3 -0.1 0.0
H 2.782 3.144 -9.262 -0.4 -0.2 -0.1
C 0.824 4.012 -8.995 -0.1 -0.1 0.1
H 1.149 5.034 -9.187 0.0 -0.3 -0.1
C -0.528 3.758 -8.755 0.0 -0.5 -0.1
H -1.259 4.569 -8.841 0.2 -0.5 0.0
C -0.920 2.463 -8.368 -0.1 0.4 0.8
H -1.977 2.250 -8.210 0.2 0.2 0.3
C 0.257 -1.573 -8.010 0.2 -0.4 0.2
C -0.332 -1.970 -9.229 0.0 0.1 0.3
H -1.274 -1.503 -9.543 0.3 -0.3 0.0
C 0.294 -2.931 -10.026 0.1 0.2 0.3
H -0.178 -3.248 -10.954 0.2 0.1 0.2
C 1.521 -3.476 -9.626 0.0 0.0 0.2
H 2.026 -4.214 -10.250 -0.2 0.2 0.1
C 2.112 -3.084 -8.419 0.0 0.0 -0.2
H 3.063 -3.515 -8.083 -0.4 0.2 -0.3
C 1.482 -2.131 -7.624 -0.2 -0.1 -0.3
H 1.951 -1.805 -6.705 0.1 -0.1 -0.1
H -2.002 -0.156 -7.180 -0.4 0.0 0.3
Si 1.755 1.085 -4.975 -0.9 -0.2 0.0
C 0.819 -0.625 -4.765 0.0 0.9 1.1
C -0.625 -0.835 -4.863 1.4 -0.3 0.7
H -1.335 -0.016 -4.700 0.4 0.2 -0.5
C -1.135 -2.098 -4.402 -0.1 -0.1 -0.6
H -2.214 -2.264 -4.352 0.2 0.2 -0.2
C -0.316 -3.118 -3.957 0.0 0.0 -0.4
H -0.726 -4.087 -3.644 0.0 0.5 -0.1
C 1.067 -2.903 -3.850 0.5 1.0 -0.1
H 1.704 -3.679 -3.400 -0.3 0.4 -0.3
C 1.616 -1.656 -4.216 -0.5 -1.1 -0.1
H 2.664 -1.456 -3.977 -0.3 -0.1 -0.4
C 0.528 2.405 -4.494 -0.1 0.8 0.0
C -0.466 2.134 -3.536 -0.5 0.4 -0.4
H -0.457 1.203 -2.986 -0.2 -0.1 -0.3
C -1.483 3.047 -3.249 0.1 0.2 -0.1
H -2.341 2.747 -2.631 0.5 0.2 -0.1
C -1.411 4.339 -3.780 0.3 -0.1 -0.5
H -2.191 5.073 -3.542 0.4 -0.3 -0.1
C -0.357 4.674 -4.656 0.0 0.0 0.0
H -0.283 5.703 -5.042 -0.1 -0.7 0.2
C 0.578 3.705 -5.065 -0.4 -0.3 0.4
H 1.344 3.940 -5.824 -0.5 0.0 0.5
H 3.075 1.276 -4.295 -0.2 -0.5 -0.3
Cl 1.771 0.603 -1.956 -0.4 -0.5 1.5
C -1.201 2.668 1.881 0.0 -0.5 -0.4
As 0.212 1.841 0.830 0.9 1.8 1.4
C 0.813 3.331 -0.272 -0.4 -0.3 0.1
C 1.653 1.859 2.202 0.1 -0.6 -0.4
C 1.947 3.003 2.941 0.3 -0.2 0.2
C 3.030 2.993 3.836 -0.4 0.1 -0.3
C 3.811 1.850 3.977 -0.1 -0.5 -0.3
C 3.523 0.700 3.219 0.0 0.3 0.2
C 2.442 0.702 2.342 -0.5 0.3 -0.5
As 2.097 -0.828 1.102 2.1 0.5 1.9
C 2.377 -2.294 2.349 -0.5 0.0 -0.3
C 3.851 -0.856 0.252 -0.3 0.0 -0.2
H -2.095 2.684 1.251 0.0 0.2 0.4
H -0.836 3.673 2.113 -0.3 -0.2 0.0
H -1.341 2.068 2.787 -0.1 0.3 -0.2
H 0.496 4.226 0.259 0.2 0.2 -0.2
H 1.896 3.265 -0.364 -0.1 0.1 -0.1
H 0.324 3.230 -1.244 0.2 0.3 0.1
H 1.350 3.906 2.808 0.2 -0.2 0.1
H 3.259 3.890 4.412 0.0 -0.3 -0.1
H 4.653 1.843 4.666 -0.2 0.0 -0.2
H 4.152 -0.187 3.311 -0.1 0.2 0.1
H 2.094 -1.947 3.345 0.0 -0.3 -0.1
H 1.772 -3.138 2.017 0.2 -0.1 0.3
H 3.442 -2.527 2.292 -0.3 -0.1 0.2
H 4.174 0.182 0.120 0.0 -0.4 -0.1
H 4.505 -1.405 0.935 0.1 0.2 -0.4
H 3.731 -1.369 -0.708 0.3 0.1 0.2
```
Forces are in eV/Å.

---

Entry 2:
Here is a molecular structure, C39H43Br2IN9SrTe from the Open Molecules 2025 dataset. Energies are from ωB97M-V/def2-TZVPD.

Results
Charge: -1
E_LUMO (eV): 1.82
Frontier orbital gap (eV): 4.7
M (g mol⁻¹): 1139.8
Relative energy (zero: lowest compared OMol25 entry of this formula, charge and spin) (kJ/mol): 0.0
HOMO (eV): -2.9

Structure (XYZ):
```
96
Properties=species:S:1:pos:R:3:forces:R:3
Sr 0.760 -0.613 0.447 0.3 0.5 0.1
C -1.262 4.453 -1.462 0.0 0.0 0.0
C -1.267 3.501 -2.627 0.0 0.0 0.0
C -1.123 3.974 -3.929 0.0 0.0 0.0
C -1.186 3.113 -5.012 0.0 0.0 0.0
C -1.415 1.761 -4.802 0.0 0.0 0.0
C -1.556 1.249 -3.519 0.0 0.0 0.0
C -1.782 -0.207 -3.268 0.0 -0.1 0.0
C -1.457 2.129 -2.440 0.1 -0.1 0.1
N -1.475 1.631 -1.105 -0.1 0.2 0.0
C -2.581 1.556 -0.491 0.0 -0.1 0.1
C -3.930 1.799 -1.115 0.0 0.0 0.0
C -2.553 1.279 0.997 0.1 -0.1 -0.1
C -3.769 1.738 1.757 0.0 0.0 0.0
N -1.525 0.746 1.521 -0.3 -0.1 0.1
C -1.526 0.605 2.953 0.1 0.0 -0.1
C -2.076 -0.533 3.540 0.0 0.0 0.1
C -2.698 -1.635 2.731 0.0 0.0 0.0
C -2.006 -0.644 4.927 0.0 0.0 0.0
C -1.418 0.343 5.698 0.0 0.0 0.0
C -0.892 1.472 5.088 0.0 0.0 0.0
C -0.936 1.622 3.709 0.0 0.0 0.0
C -0.332 2.824 3.043 0.0 0.0 0.0
H -0.801 5.400 -1.743 0.0 0.0 0.0
H -0.722 4.046 -0.609 0.0 0.0 0.0
H -2.283 4.673 -1.133 0.0 0.0 0.0
H -0.964 5.035 -4.086 0.0 0.0 0.0
H -1.062 3.494 -6.018 0.0 0.0 0.0
H -1.474 1.081 -5.644 0.0 0.0 0.0
H -1.840 -0.767 -4.201 0.0 0.0 0.0
H -2.700 -0.393 -2.706 0.0 0.0 0.0
H -0.969 -0.619 -2.664 0.0 0.0 0.0
H -3.853 1.847 -2.197 0.0 0.0 0.0
H -4.367 2.733 -0.757 0.0 0.0 0.0
H -4.617 0.995 -0.843 0.0 0.0 0.0
H -4.004 2.773 1.500 0.0 0.0 0.0
H -3.622 1.660 2.829 0.0 0.0 0.0
H -4.634 1.133 1.479 0.0 0.0 0.0
H -3.271 -1.261 1.880 0.0 0.0 0.0
H -3.366 -2.230 3.353 0.0 0.0 0.0
H -1.917 -2.300 2.349 0.0 0.0 0.0
H -2.411 -1.532 5.397 0.0 0.0 0.0
H -1.358 0.230 6.773 0.0 0.0 0.0
H -0.417 2.242 5.684 0.0 0.0 0.0
H 0.007 3.543 3.788 0.0 0.0 0.0
H -1.034 3.328 2.373 0.0 0.0 0.0
H 0.532 2.499 2.460 0.0 0.0 0.0
Br 1.824 2.717 -0.174 0.0 0.0 0.0
C 2.294 2.414 -2.024 0.0 0.0 0.0
Br 1.772 0.677 -2.653 0.0 -0.1 0.0
H 3.372 2.461 -2.075 0.0 0.0 0.0
H 1.792 3.163 -2.626 0.0 0.0 0.0
N 4.507 -2.297 1.266 0.1 0.1 0.0
N 4.728 -1.165 0.501 0.0 -0.2 0.1
N 5.938 -0.793 0.175 0.0 0.0 0.0
C 5.684 0.269 -0.581 0.0 0.0 0.0
N 4.380 0.503 -0.716 0.0 0.0 0.0
N 3.776 -0.431 -0.005 0.0 0.0 0.0
H 5.013 -2.148 2.137 0.0 0.0 0.0
H 3.503 -2.335 1.520 0.0 0.0 0.0
H 6.457 0.869 -1.028 0.0 0.0 0.0
I 5.992 1.280 3.460 0.1 0.0 0.0
C 4.110 0.385 3.571 -0.1 -0.1 0.0
C 3.698 -0.283 4.773 0.0 0.0 0.0
C 2.437 -0.742 4.851 0.0 -0.1 0.0
C 1.528 -0.663 3.691 0.0 0.0 0.0
N 1.863 0.333 2.699 0.1 -0.1 0.0
C 3.129 0.738 2.668 0.0 0.1 0.0
H 4.379 -0.372 5.612 0.0 0.0 0.0
H 2.074 -1.234 5.746 0.0 0.0 0.0
H 0.503 -0.543 4.013 0.0 0.0 0.0
H 3.386 1.434 1.872 0.0 0.0 0.0
C 3.488 -2.803 -3.867 0.0 0.0 0.0
C 3.622 -2.965 -2.494 0.0 0.0 0.0
C 2.514 -2.890 -1.666 0.0 0.0 0.0
C 1.233 -2.619 -2.173 -0.1 0.0 0.1
C 1.111 -2.486 -3.569 0.0 0.0 0.0
C 2.222 -2.576 -4.393 0.0 0.0 0.0
N 0.204 -2.375 -1.266 -0.1 0.0 -0.3
C -1.034 -2.915 -1.447 0.0 0.1 0.0
C -1.363 -3.954 -2.347 0.0 0.0 0.0
C -2.658 -4.437 -2.447 0.0 0.0 0.0
C -3.691 -3.933 -1.667 0.0 0.0 0.0
C -3.385 -2.925 -0.755 0.0 0.0 0.0
C -2.101 -2.431 -0.652 0.0 0.0 0.0
H 4.352 -2.861 -4.517 0.0 0.0 0.0
H 4.595 -3.164 -2.058 0.0 0.0 0.0
H 2.611 -3.056 -0.598 0.0 0.0 0.0
H 0.136 -2.298 -4.000 0.0 0.0 0.0
H 2.097 -2.454 -5.464 0.0 0.0 0.0
H -0.583 -4.392 -2.956 0.0 0.0 0.0
H -2.861 -5.239 -3.149 0.0 0.0 0.0
H -4.696 -4.324 -1.751 0.0 0.0 0.0
H -4.160 -2.524 -0.109 0.0 0.0 0.0
H -1.900 -1.648 0.074 0.0 0.0 0.0
Te 1.260 -2.740 2.694 0.0 -0.1 0.1
```
Forces are in eV/Å.